# 1
Formula: C14H22O3
Source: the Open Molecules 2025 dataset
Level of theory: ωB97M-V with the def2-TZVPD basis set

Output
relative energy (zero: lowest compared OMol25 entry of this formula, charge and spin): 19.2 kcal per mole
strongest force on any atom: 0.0815 Eh/bohr
gap between HOMO and LUMO: 9.01 eV
multiplicity: 1
total charge: 0
SMILES string: CCC(=O)[C@H](C)C1=C(C)C(=O)[C@H](C)[C@H](CC)O1

Element x y z (Å)
H -3.3836 0.4892 -0.9440
H 0.2916 2.5055 -0.3684
H 2.3656 1.1244 -0.1098
C -1.1221 -1.5018 0.9966
C 1.3375 2.7050 -2.2635
H 2.2951 0.1865 -2.5099
H 0.6525 -2.7843 0.8444
H -2.0660 0.7041 2.0067
C -1.6774 0.1748 2.8986
H -2.1872 -1.6464 0.8261
O -0.2645 -1.7322 3.2431
C -2.6593 -0.2574 -1.3620
H 3.1131 -2.0298 -1.8872
H -2.9760 -1.2520 -1.0279
C 0.5857 1.8510 -1.1930
C -0.5517 -0.4597 0.0688
C 1.4717 0.7178 -0.5934
H 1.4838 2.1516 -3.1744
C 3.0075 -1.2528 -1.1642
C -0.6956 1.2870 -1.7252
H -2.5027 -0.1113 3.5776
C 1.9237 -0.3161 -1.6449
H -0.2111 0.5079 4.4281
H -1.1636 1.9512 4.0973
O 0.7262 0.0042 0.4049
H 2.2578 3.1080 -1.9192
H 2.7714 -1.6835 -0.1775
H 0.7708 3.6017 -2.5455
H 1.0773 -0.9145 -1.9548
H -0.5123 -2.9676 -0.4514
H 0.1330 1.4263 2.9642
C -0.4046 -2.8312 0.6144
C -1.2872 0.1919 -0.9554
H -2.7813 -0.2454 -2.4455
H -0.8405 -3.6907 1.1653
C -0.6835 1.0714 3.6464
H 3.9514 -0.7164 -1.0628
O -1.2633 1.7239 -2.7558
C -0.9818 -1.0903 2.4531


# 2
Formula: C14H23B2Cl4F8N5Ni
Source: the Open Molecules 2025 dataset
Level of theory: ωB97M-V with the def2-TZVPD basis set

Output
strongest force on any atom: 0.1116 Eh/bohr
⟨S²⟩: 2.005
gap between HOMO and LUMO (spin up / spin down): 6.02 / 3.11 eV
multiplicity: 3
total charge: 0

Element x y z (Å)
H -0.7448 -6.6590 -2.0242
H -4.0059 0.0801 1.7458
N -4.6846 3.8762 4.8497
Cl 0.9830 -3.0670 6.6306
H -3.0152 4.0011 2.2133
B 4.4907 -1.4166 -3.5443
N 2.4726 2.7814 -3.2706
C -3.8407 4.6513 2.5031
C -4.3247 4.2564 3.8209
Cl -5.8580 -0.0476 0.2842
H 3.2265 1.7453 3.2588
H -4.6786 0.9169 -6.8539
H 5.5649 3.5552 -2.9243
C 3.4776 3.4390 -3.1801
Cl -5.5221 -3.2419 1.2528
H 4.6501 0.8696 3.5623
C -4.2736 -2.0364 1.3942
Ni 0.4163 -0.0432 -2.6918
H -3.5375 5.6976 2.5399
N -0.3019 -3.4860 -1.9184
F 5.5953 -1.0743 -2.8000
F 4.3291 -2.7680 -3.7738
N -2.2772 1.1387 -4.7448
H -3.7094 -2.0574 0.4619
H 2.8877 -3.1412 3.5339
N 5.1377 3.0762 1.2319
C -3.0962 1.4582 -5.5232
H -4.6544 4.6163 1.7787
C 2.0747 -2.4666 5.4079
B -0.1096 0.8994 0.4677
Cl 0.6807 -3.9617 3.5815
C 2.2281 -3.5055 4.3216
C 4.7279 4.2357 -3.0811
F 4.6577 -0.8991 -4.8237
H 2.7869 -4.3379 4.7492
H -3.5895 2.3442 -7.2851
C 4.6582 2.2414 1.8849
C -4.1168 1.7859 -6.5116
H 4.8296 4.7934 -4.0120
H -5.3861 -0.4978 2.5245
C -4.8152 -0.6366 1.6064
C -1.1564 -5.9238 -1.3327
H 3.0406 -2.3447 5.8981
H -2.2189 -6.1056 -1.4942
F 3.3340 -0.9544 -3.0029
H 4.6309 5.0494 -2.3625
F -0.4212 0.4072 1.7304
F -0.0759 2.2630 0.3942
C 4.0319 1.2266 2.7387
C -0.6646 -4.5752 -1.6652
F 1.0391 0.4027 -0.0485
H -0.7754 -6.0821 -0.3238
H 1.5339 -1.6046 5.0172
H -4.8395 2.5164 -6.1478
F -1.0297 0.4988 -0.4279
H 3.7648 0.3099 2.2129
H -3.5270 -2.1995 2.1714